No. 1
DFT (the ωB97M-V functional and the def2-TZVPD basis) results for a structure of composition C29H20IN2P2RuS4 in a non-equilibrium geometry.

Cartesian coordinates (Å):
Ru: 2.004 1.184 1.273
S: 0.268 1.615 2.983
P: -0.598 0.570 1.502
C: 0.430 -0.011 0.323
P: 1.449 -0.007 -1.004
S: 3.381 0.381 -0.628
C: 1.316 -1.634 -1.856
C: 0.094 -2.020 -2.405
C: -0.050 -3.264 -2.998
C: 1.028 -4.141 -3.041
C: 2.242 -3.767 -2.486
C: 2.386 -2.518 -1.894
C: 0.884 1.120 -2.340
C: -0.445 1.520 -2.404
C: -0.881 2.365 -3.415
C: 0.013 2.812 -4.377
C: 1.343 2.413 -4.320
C: 1.777 1.575 -3.304
C: -1.936 1.598 0.775
C: -3.024 0.991 0.147
C: -3.968 1.755 -0.523
C: -3.826 3.137 -0.580
C: -2.745 3.745 0.042
C: -1.807 2.982 0.726
C: -1.574 -0.809 2.203
C: -2.572 -0.561 3.140
C: -3.304 -1.610 3.672
C: -3.033 -2.917 3.278
C: -2.028 -3.167 2.356
C: -1.298 -2.113 1.819
H: -0.749 -1.338 -2.361
H: -1.004 -3.554 -3.424
H: 0.916 -5.117 -3.501
H: 3.081 -4.454 -2.504
H: 3.322 -2.217 -1.439
H: -1.134 1.189 -1.640
H: -1.915 2.687 -3.433
H: -0.320 3.484 -5.160
H: 2.050 2.777 -5.056
H: 2.821 1.298 -3.226
H: -3.125 -0.089 0.177
H: -4.811 1.273 -1.005
H: -4.557 3.736 -1.111
H: -2.619 4.820 -0.011
H: -0.953 3.449 1.203
H: -2.768 0.459 3.453
H: -4.081 -1.414 4.402
H: -3.600 -3.738 3.701
H: -1.803 -4.185 2.060
H: -0.496 -2.283 1.109
S: 3.857 1.972 2.608
C: 4.278 0.587 3.567
C: 5.343 0.761 4.510
N: 6.193 0.922 5.273
C: 3.678 -0.627 3.450
S: 2.392 -0.952 2.323
C: 4.108 -1.730 4.254
N: 4.429 -2.640 4.886
I: 1.944 3.706 0.231

Calculated values
HOMO energy (spin up / spin down)	-1.16 / -1.10	eV
LUMO energy (spin up / spin down)	0.1553 / 0.1553	Ha
multiplicity	2
total charge	-2
electronic energy	-3894.8335	Eh
<S²>	0.758



No. 2
DFT (the ωB97M-V functional and the def2-TZVPD basis) results for the molecule C2H2N2O3 in a non-equilibrium geometry.

Cartesian coordinates (Å):
O: -2.050 1.203 0.870
C: -0.943 0.804 0.634
N: -0.799 0.108 -0.548
O: 0.447 -0.516 -1.184
C: 1.328 -0.766 -0.226
N: 1.413 -0.270 1.001
O: 0.116 0.732 1.362
H: -1.489 0.183 -1.410
H: 1.978 -1.478 -0.498

Calculated values
HOMO energy	-10.45	eV
LUMO energy	-0.0063	Ha
electronic energy	-412.4757	Eh



No. 3
DFT (the ωB97M-V functional and the def2-TZVPD basis) results for a cluster of 2 separate species, C12H16N2 in total in a non-equilibrium geometry.

Cartesian coordinates (Å):
C: -0.097 3.128 0.740
C: -1.269 2.747 -0.200
C: -0.777 1.774 -1.230
C: 0.251 1.991 -2.121
N: 0.315 0.868 -2.904
C: -0.743 0.107 -2.570
N: -1.384 0.606 -1.563
H: -0.452 3.180 1.774
H: 0.403 4.007 0.355
H: 0.610 2.310 0.898
H: -2.079 2.238 0.318
H: -1.628 3.666 -0.658
H: 1.058 2.694 -2.000
H: 1.081 0.587 -3.489
H: -0.906 -0.872 -2.989
C: -1.342 -1.320 2.292
C: -0.121 -1.822 1.565
C: -0.328 -2.814 0.599
C: 0.719 -3.065 -0.285
C: 1.899 -2.365 -0.279
C: 2.145 -1.401 0.692
C: 1.116 -1.169 1.592
H: -1.955 -0.547 1.839
H: -0.975 -0.945 3.257
H: -1.974 -2.175 2.532
H: -1.158 -3.504 0.552
H: 0.579 -3.894 -0.971
H: 2.671 -2.648 -0.986
H: 3.083 -0.883 0.825
H: 1.258 -0.477 2.415

Calculated values
HOMO energy	-8.37	eV
LUMO energy	0.0315	Ha
electronic energy	-576.3475	Eh



No. 4
DFT (the ωB97M-V functional and the def2-TZVPD basis) results for the molecule C8H14O2Si in a non-equilibrium geometry.

Cartesian coordinates (Å):
C: 1.697 0.460 -0.191
C: 0.598 -1.412 1.171
C: -0.884 -1.002 1.194
C: -0.160 -0.972 -1.132
C: 0.750 1.495 0.091
C: 1.092 -0.988 -0.242
C: -1.268 -0.579 -0.259
C: 1.179 2.863 0.311
O: 2.924 0.617 -0.409
O: 2.086 -1.797 -0.742
Si: -3.062 -0.209 -0.677
H: 1.306 -1.016 1.877
H: 0.595 -2.509 1.306
H: -1.482 -1.937 1.331
H: -1.006 -0.191 1.904
H: -0.048 -0.314 -2.004
H: -0.397 -1.980 -1.436
H: -0.236 1.305 0.202
H: 0.375 3.597 0.818
H: 1.282 3.364 -0.684
H: 2.144 2.824 0.949
H: 2.781 -1.160 -1.210
H: -2.972 0.651 -1.835
H: -3.537 0.294 0.614
H: -3.755 -1.403 -0.944

Calculated values
HOMO energy (spin up / spin down)	-9.17 / -7.78	eV
LUMO energy (spin up / spin down)	0.0044 / -0.0539	Ha
electronic energy	-753.0332	Eh



No. 5
DFT (the ωB97M-V functional and the def2-TZVPD basis) results for a cluster of 2 separate species, C5H13NO in total in a non-equilibrium geometry.

Cartesian coordinates (Å):
C: -1.241 0.957 -1.202
N: -1.467 0.012 -0.074
C: -0.665 0.329 1.143
C: 0.628 -0.502 1.184
C: 0.443 -1.587 0.078
C: -1.000 -1.355 -0.476
H: -0.466 0.606 -1.888
H: -2.131 1.024 -1.830
H: -1.083 1.933 -0.769
H: -0.398 1.380 1.196
H: -1.346 -0.020 1.919
H: 1.554 -0.053 0.853
H: 0.790 -0.747 2.228
H: 0.614 -2.577 0.481
H: 1.148 -1.402 -0.735
H: -1.629 -1.980 0.164
H: -1.020 -1.633 -1.524
O: 2.361 1.885 0.138
H: 1.779 1.524 -0.525
H: 3.130 2.204 -0.361

Calculated values
HOMO energy	-8.46	eV
LUMO energy	0.0265	Ha
electronic energy	-328.2528	Eh



No. 6
DFT (the ωB97M-V functional and the def2-TZVPD basis) results for a structure of composition C3H5Cl in a non-equilibrium geometry.

Cartesian coordinates (Å):
C: 0.229 -0.368 -0.098
C: 0.839 0.428 -0.903
C: -0.929 0.054 0.854
Cl: 2.462 -0.531 -2.087
H: 0.517 -1.438 0.005
H: 0.571 1.509 -0.943
H: -1.127 -0.707 1.620
H: -0.829 1.016 1.300
H: -1.732 0.037 0.251

Calculated values
HOMO energy	-10.24	eV
LUMO energy	-0.0172	Ha
electronic energy	-577.4064	Eh



No. 7
DFT (the ωB97M-V functional and the def2-TZVPD basis) results for a structure of composition C23H33IrN2O4SSi2.

Cartesian coordinates (Å):
Ir: -0.697 -0.583 0.588
C: 1.609 -3.044 -0.738
Si: 1.206 -1.208 -0.517
C: 2.705 -0.525 0.404
C: 1.141 -0.476 -2.254
C: 2.254 -0.239 -3.060
C: 2.106 0.305 -4.329
C: 0.839 0.611 -4.808
C: -0.277 0.380 -4.015
C: -0.139 -0.155 -2.735
Si: -1.570 -0.480 -1.553
C: -2.512 -1.955 -2.244
C: -2.769 0.970 -1.579
H: 2.376 -3.131 -1.513
H: 0.744 -3.624 -1.060
H: 2.033 -3.503 0.161
H: 3.626 -0.780 -0.129
H: 2.774 -0.960 1.404
H: 2.668 0.559 0.515
H: 3.250 -0.472 -2.697
H: 2.976 0.495 -4.945
H: 0.724 1.040 -5.796
H: -1.259 0.638 -4.395
H: -2.780 -1.753 -3.284
H: -3.432 -2.155 -1.691
H: -1.905 -2.864 -2.237
H: -3.057 1.193 -2.611
H: -2.322 1.869 -1.154
H: -3.682 0.738 -1.027
C: 2.191 -3.768 3.851
C: 0.741 -4.208 3.731
N: 0.125 -3.714 2.499
C: -0.892 -2.888 2.321
S: -1.541 -2.729 0.688
N: -1.407 -2.132 3.289
C: -0.728 -1.602 4.483
C: -1.198 -0.181 4.737
H: 2.642 -4.197 4.744
H: 2.271 -2.682 3.907
H: 2.766 -4.102 2.987
H: 0.148 -3.877 4.579
H: 0.676 -5.297 3.707
H: 0.431 -4.144 1.639
H: -2.211 -1.604 2.983
H: 0.348 -1.611 4.299
H: -0.939 -2.240 5.344
H: -0.993 0.458 3.878
H: -0.667 0.236 5.591
H: -2.265 -0.161 4.967
O: -0.652 3.068 2.579
C: -0.449 2.426 1.568
O: -0.377 1.116 1.582
C: -0.289 3.110 0.241
C: 0.446 2.547 -0.788
C: 0.577 3.173 -2.031
C: -0.070 4.372 -2.179
O: -0.131 5.169 -3.290
C: -0.851 6.336 -2.897
O: -1.343 6.131 -1.577
C: -0.796 4.948 -1.149
C: -0.919 4.354 0.077
H: 0.929 1.595 -0.632
H: 1.141 2.721 -2.834
H: -1.690 6.489 -3.578
H: -0.177 7.198 -2.906
H: -1.473 4.799 0.890

Calculated values
HOMO energy	-7.64	eV
LUMO energy	0.0043	Ha
electronic energy	-2388.3034	Eh



No. 8
DFT (the ωB97M-V functional and the def2-TZVPD basis) results for a cluster of 4 separate species, C3H12O4 in total in a non-equilibrium geometry.

Cartesian coordinates (Å):
C: -0.530 0.877 -0.210
C: -0.262 0.819 1.307
C: 0.366 -0.439 1.935
O: -0.426 -1.188 2.504
H: 0.430 1.141 -0.690
H: -1.238 1.646 -0.186
H: -0.870 -0.048 -0.615
H: 0.230 1.747 1.679
H: -1.243 0.871 1.660
H: 1.454 -0.412 1.824
O: -3.097 -0.696 1.253
H: -2.983 -1.267 0.520
H: -2.324 -0.407 1.880
O: 1.516 0.682 -2.678
H: 1.184 -0.251 -2.875
H: 1.284 1.278 -3.373
O: 1.748 -1.606 -1.457
H: 2.083 -0.681 -1.426
H: 2.680 -2.066 -1.051

Calculated values
HOMO energy	-9.93	eV
LUMO energy	0.0130	Ha
electronic energy	-422.3766	Eh



No. 9
DFT (the ωB97M-V functional and the def2-TZVPD basis) results for a structure of composition C36H65LaN13OS in a non-equilibrium geometry.

Cartesian coordinates (Å):
La: 0.334 -0.627 -0.180
C: 0.331 3.529 2.957
N: -0.516 2.346 3.018
C: 0.113 1.189 3.641
C: -1.435 2.133 2.029
N: -1.529 0.980 1.450
C: -2.774 0.620 0.784
C: -3.108 -0.818 1.165
N: -2.199 -1.773 0.504
C: -1.829 -2.900 1.383
C: -1.100 -2.534 2.664
N: 0.233 -1.969 2.479
C: 1.056 -2.159 3.460
N: 0.668 -2.728 4.676
C: -0.362 -2.158 5.508
C: 1.452 -3.793 5.260
N: 2.380 -1.814 3.397
C: 3.141 -1.509 4.591
C: 3.170 -1.925 2.191
C: -2.840 -2.347 -0.697
C: -3.407 -1.333 -1.672
N: -2.461 -0.393 -2.254
C: -2.352 -0.382 -3.543
N: -2.021 0.794 -4.183
C: -2.763 1.999 -3.872
C: -1.344 0.807 -5.463
N: -2.602 -1.458 -4.371
C: -3.394 -1.309 -5.571
C: -2.141 -2.797 -4.078
N: -2.305 3.184 1.772
C: -2.589 3.577 0.409
C: -2.696 4.137 2.789
H: 1.201 3.351 2.319
H: 0.676 3.777 3.961
H: -0.215 4.381 2.561
H: 0.525 1.507 4.601
H: 0.903 0.762 3.021
H: -0.648 0.429 3.806
H: -2.656 0.685 -0.303
H: -3.606 1.274 1.069
H: -4.149 -1.047 0.910
H: -3.017 -0.899 2.246
H: -1.209 -3.584 0.802
H: -2.737 -3.448 1.677
H: -1.049 -3.456 3.254
H: -1.714 -1.836 3.241
H: -0.764 -1.260 5.047
H: 0.052 -1.876 6.484
H: -1.187 -2.857 5.683
H: 2.188 -4.146 4.541
H: 0.802 -4.635 5.515
H: 1.972 -3.480 6.174
H: 2.477 -1.318 5.430
H: 3.731 -0.608 4.408
H: 3.831 -2.316 4.864
H: 2.544 -1.773 1.325
H: 3.644 -2.910 2.112
H: 3.943 -1.158 2.188
H: -3.680 -2.989 -0.393
H: -2.101 -2.981 -1.189
H: -4.146 -0.718 -1.147
H: -3.969 -1.899 -2.421
H: -3.192 1.910 -2.878
H: -3.570 2.155 -4.602
H: -2.116 2.876 -3.910
H: -0.804 -0.123 -5.604
H: -0.618 1.623 -5.468
H: -2.035 0.956 -6.302
H: -3.730 -0.281 -5.678
H: -4.280 -1.950 -5.512
H: -2.834 -1.593 -6.468
H: -2.972 -3.493 -3.919
H: -1.515 -2.802 -3.192
H: -1.541 -3.172 -4.913
H: -2.214 2.824 -0.276
H: -2.106 4.533 0.172
H: -3.665 3.689 0.246
H: -2.398 3.773 3.768
H: -3.783 4.257 2.773
H: -2.251 5.126 2.629
C: -0.002 2.410 -2.378
N: 1.148 2.091 -1.546
C: 1.520 3.237 -0.734
C: 2.270 1.689 -2.405
C: 1.979 0.430 -3.190
C: 2.477 0.325 -4.486
C: 2.250 -0.819 -5.240
C: 1.488 -1.844 -4.694
C: 0.982 -1.708 -3.406
C: 1.221 -0.589 -2.595
H: 0.220 3.240 -3.071
H: -0.845 2.705 -1.753
H: -0.286 1.531 -2.954
H: 2.413 3.010 -0.154
H: 0.713 3.473 -0.037
H: 1.718 4.126 -1.353
H: 3.139 1.542 -1.762
H: 2.521 2.509 -3.099
H: 3.057 1.140 -4.910
H: 2.653 -0.906 -6.242
H: 1.292 -2.746 -5.264
H: 0.393 -2.537 -3.024
S: 1.479 -3.489 -0.299
C: 0.251 -4.208 -1.154
N: -0.624 -4.722 -1.722
O: 1.990 0.780 1.208
N: 3.306 1.079 1.186
C: 4.161 0.491 0.269
C: 5.489 0.784 0.273
C: 6.036 1.683 1.220
C: 5.144 2.240 2.164
C: 3.816 1.938 2.144
H: 3.703 -0.206 -0.421
H: 6.117 0.311 -0.470
H: 7.088 1.920 1.229
H: 5.501 2.921 2.925
H: 3.096 2.324 2.849

Calculated values
HOMO energy (spin up / spin down)	-4.30 / -7.49	eV
LUMO energy (spin up / spin down)	0.0100 / 0.0100	Ha
multiplicity	2
electronic energy	-2627.5144	Eh
<S²>	0.766



No. 10
DFT (the ωB97M-V functional and the def2-TZVPD basis) results for a cluster of 4 separate species, C36H76N4O4 in total in a non-equilibrium geometry.

Cartesian coordinates (Å):
C: 3.367 -12.455 -18.388
C: 3.277 -13.737 -17.573
C: 3.045 -14.882 -18.587
C: 4.631 -13.992 -16.888
C: 4.945 -13.048 -15.730
C: 3.843 -13.173 -14.661
C: 2.397 -13.053 -15.243
C: 1.454 -13.650 -14.225
C: 2.015 -11.594 -15.301
N: 2.249 -13.702 -16.547
O: 0.939 -13.679 -17.063
H: 2.374 -12.185 -18.759
H: 3.613 -11.643 -17.701
H: 4.044 -12.520 -19.238
H: 2.801 -15.834 -18.110
H: 2.226 -14.651 -19.266
H: 4.004 -14.975 -19.097
H: 4.714 -15.008 -16.490
H: 5.448 -13.941 -17.614
H: 5.967 -13.199 -15.374
H: 5.021 -11.992 -16.014
H: 3.933 -12.243 -14.094
H: 4.002 -13.997 -13.968
H: 0.412 -13.633 -14.543
H: 1.604 -13.168 -13.257
H: 1.657 -14.693 -13.948
H: 2.092 -11.128 -14.311
H: 0.970 -11.382 -15.533
H: 2.679 -10.962 -15.896
H: 0.636 -14.581 -16.906
C: 10.627 -0.952 -10.809
C: 10.764 -0.200 -12.168
C: 11.616 1.054 -11.986
C: 11.556 -1.081 -13.199
C: 10.651 -2.173 -13.827
C: 9.368 -1.565 -14.421
C: 8.575 -0.756 -13.400
C: 7.469 0.053 -14.115
C: 7.823 -1.634 -12.386
N: 9.496 0.187 -12.799
O: 8.858 1.156 -11.969
H: 9.798 -0.589 -10.205
H: 10.536 -2.031 -10.934
H: 11.586 -0.731 -10.339
H: 11.412 1.640 -12.885
H: 11.266 1.684 -11.168
H: 12.675 0.819 -11.904
H: 12.059 -0.464 -13.944
H: 12.365 -1.604 -12.683
H: 11.240 -2.693 -14.585
H: 10.400 -2.955 -13.104
H: 8.664 -2.315 -14.787
H: 9.773 -1.015 -15.273
H: 6.689 0.473 -13.486
H: 6.998 -0.481 -14.945
H: 7.938 0.899 -14.627
H: 8.341 -2.027 -11.508
H: 7.192 -2.414 -12.815
H: 7.064 -1.015 -11.891
H: 8.519 0.624 -11.229
C: -1.531 -8.383 -14.905
C: -2.463 -7.234 -15.368
C: -3.871 -7.589 -14.886
C: -1.986 -6.004 -14.601
C: -0.680 -5.339 -15.101
C: -0.934 -4.889 -16.547
C: -1.498 -6.000 -17.458
C: -2.202 -5.226 -18.536
C: -0.299 -6.801 -17.981
N: -2.423 -6.905 -16.773
O: -3.064 -7.829 -17.655
H: -0.516 -7.999 -15.065
H: -1.611 -8.644 -13.853
H: -1.545 -9.254 -15.564
H: -4.563 -6.747 -14.976
H: -4.280 -8.443 -15.424
H: -3.837 -7.839 -13.825
H: -2.702 -5.182 -14.543
H: -1.698 -6.333 -13.599
H: -0.405 -4.442 -14.541
H: 0.194 -5.985 -14.987
H: 0.052 -4.644 -16.957
H: -1.478 -3.945 -16.542
H: -1.595 -4.411 -18.926
H: -3.085 -4.709 -18.145
H: -2.611 -5.930 -19.268
H: 0.248 -6.262 -18.759
H: -0.653 -7.776 -18.317
H: 0.483 -7.013 -17.245
H: -3.870 -7.321 -17.808
C: 4.058 -8.703 -14.423
C: 4.560 -7.551 -15.311
C: 6.068 -7.689 -15.508
C: 3.843 -7.680 -16.666
C: 3.816 -6.402 -17.482
C: 3.264 -5.211 -16.688
C: 4.022 -5.045 -15.369
C: 5.369 -4.293 -15.513
C: 3.115 -4.138 -14.488
N: 4.107 -6.307 -14.670
O: 4.734 -6.157 -13.397
H: 4.448 -8.657 -13.403
H: 2.998 -8.938 -14.324
H: 4.481 -9.656 -14.763
H: 6.232 -8.706 -15.877
H: 6.464 -7.023 -16.274
H: 6.619 -7.618 -14.572
H: 4.368 -8.424 -17.272
H: 2.817 -8.050 -16.601
H: 4.779 -6.161 -17.938
H: 3.063 -6.415 -18.278
H: 2.288 -5.543 -16.317
H: 3.174 -4.334 -17.322
H: 5.813 -4.186 -14.519
H: 5.205 -3.248 -15.783
H: 6.069 -4.824 -16.156
H: 2.080 -4.484 -14.502
H: 3.181 -3.073 -14.714
H: 3.385 -4.173 -13.430
H: 4.231 -6.784 -12.868

Calculated values
HOMO energy	-8.06	eV
LUMO energy	0.0209	Ha
electronic energy	-1937.0137	Eh



No. 11
DFT (the ωB97M-V functional and the def2-TZVPD basis) results for the molecule C2H4N4O.

Cartesian coordinates (Å):
N: -1.594 1.459 0.666
C: -0.623 0.621 0.161
N: 0.259 1.014 -0.737
N: 1.058 -0.091 -0.827
C: 0.591 -1.055 -0.017
O: 1.201 -2.252 0.089
N: -0.471 -0.653 0.635
H: -1.772 2.268 0.089
H: -2.429 0.977 0.965
H: 1.736 -0.177 -1.566
H: 2.044 -2.111 0.541

Calculated values
HOMO energy	-8.64	eV
LUMO energy	0.0198	Ha
electronic energy	-372.8844	Eh



> Among the records above, which one has the lowest electronic energy?

C29H20IN2P2RuS4